# 1
# C6H14OS

C6H14OS as an isolated structure (ωB97M-V with the def2-TZVPD basis set, the Open Molecules 2025 dataset).

The geometry in XYZ format:
```
22
Properties=species:S:1:pos:R:3:lowdin_charge:R:1
C 0.563 -1.317 1.639 -0.16
C -0.023 -1.265 0.306 -0.30
C 0.353 0.147 -0.373 -0.65
C 1.893 0.746 -0.117 -0.12
C 0.082 -0.010 -1.968 -0.38
C -2.191 0.982 0.589 -0.46
H -0.008 -0.540 2.334 0.12
H 1.614 -1.229 1.723 0.05
H 0.130 -2.173 2.214 0.09
H 0.368 -2.082 -0.497 0.16
H -1.040 -1.704 0.132 0.10
H 2.687 0.379 -0.930 0.10
H 1.919 2.076 -0.126 0.14
H 2.180 0.425 1.001 0.07
H -0.775 -0.602 -2.069 0.09
H 1.018 -0.498 -2.437 0.14
H -0.471 1.541 -1.483 0.03
H -2.864 0.951 -0.377 0.06
H -2.142 -0.214 0.974 0.08
H -2.778 1.602 1.533 0.11
O 0.023 1.221 -2.418 -0.13
S -0.540 1.567 0.351 0.87
```

Computed properties:
LUMO energy in eV: 0.63
DFT total energy in a.u.: -710.26147
Energy above the lowest of the compared OMol25 structures with the same formula, charge and spin in eV: 4.2205
E_HOMO in eV: -9.13

=====

# 2
# CH2OS3

One molecule with the formula CH2OS3 (ωB97M-V with the def2-TZVPD basis set, the Open Molecules 2025 dataset).

The geometry in XYZ format:
```
7
Properties=species:S:1:pos:R:3:lowdin_charge:R:1
O -1.210 -0.274 1.569 -0.47
S -0.805 0.046 0.151 0.02
S -1.977 1.164 -0.817 0.29
C 0.909 -0.023 -0.070 -0.60
S 0.062 -1.482 -0.903 0.61
H 1.542 -0.328 0.714 0.03
H 1.479 0.896 -0.643 0.14
```

Computed properties:
LUMO energy in eV: -0.48
DFT total energy in a.u.: -1309.00712
Energy above the lowest of the compared OMol25 structures with the same formula, charge and spin in eV: 1.1376
E_HOMO in eV: -9.54
SMILES string: O=[S@@]1(=S)CS1